No. 1
The following is a DFT calculation (wB97M-V/def2-TZVPD) of a molecular structure, C39H31Cl5P2SrTe in a non-equilibrium geometry.

- Kohn-Sham gap (eV) = 7.31
- charge = 0
- HOMO energy (hartree) = -0.26484
- LUMO (eV) = 0.10

```
79
C39H31Cl5P2SrTe (wB97M-V/def2-TZVPD)
Sr 2.149 1.526 -1.457
C -0.046 -2.898 1.106
C -0.224 -1.627 1.940
P 1.125 -1.265 3.185
C 0.179 -0.033 4.193
C -0.935 -0.291 4.984
C -1.572 0.735 5.663
C -1.111 2.040 5.562
C 0.000 2.317 4.779
C 0.639 1.284 4.106
C 0.968 -2.756 4.261
C 2.068 -3.035 5.074
C 2.057 -4.105 5.956
C 0.947 -4.934 6.022
C -0.146 -4.685 5.205
C -0.134 -3.607 4.332
C 0.558 -2.780 -0.297
P 2.320 -3.106 -0.748
C 2.547 -4.724 0.070
C 2.717 -4.922 1.441
C 2.807 -6.206 1.959
C 2.716 -7.308 1.119
C 2.542 -7.125 -0.243
C 2.467 -5.840 -0.763
C 3.276 -1.971 0.317
C 2.838 -0.665 0.491
C 3.394 0.205 1.432
C 4.594 -0.133 2.022
C 5.149 -1.387 1.749
C 4.496 -2.297 0.932
H -1.051 -3.295 0.939
H 0.479 -3.671 1.672
H -1.169 -1.676 2.483
H -0.328 -0.760 1.279
H -1.307 -1.303 5.088
H -2.435 0.516 6.279
H -1.614 2.835 6.097
H 0.371 3.330 4.697
H 1.517 1.496 3.502
H 2.942 -2.394 5.012
H 2.916 -4.297 6.586
H 0.936 -5.777 6.702
H -1.011 -5.335 5.243
H -0.997 -3.433 3.701
H 0.313 -1.835 -0.795
H 0.071 -3.529 -0.931
H 2.776 -4.079 2.120
H 2.940 -6.343 3.026
H 2.787 -8.307 1.529
H 2.476 -7.979 -0.905
H 2.354 -5.696 -1.832
H 1.800 -0.511 0.202
H 2.998 1.205 1.608
H 5.069 0.542 2.721
H 6.093 -1.684 2.190
H 4.945 -3.276 0.812
Cl 1.688 0.360 -5.379
C 0.271 1.079 -4.654
C 0.321 1.379 -3.306
C -0.826 1.946 -2.795
Cl -0.810 2.326 -1.042
C -1.978 2.227 -3.516
Cl -3.360 2.941 -2.776
C -1.977 1.906 -4.872
Cl -3.372 2.227 -5.826
C -0.846 1.323 -5.450
Cl -0.855 0.924 -7.125
Te 4.798 3.049 -2.179
C 4.079 3.519 -0.234
C 4.873 3.323 0.909
C 4.388 3.589 2.177
C 3.077 4.020 2.367
C 2.269 4.223 1.261
C 2.778 3.997 -0.021
H 5.885 2.959 0.781
H 5.035 3.448 3.035
H 2.703 4.217 3.363
H 1.257 4.591 1.376
H 2.164 4.284 -0.879
```

---

No. 2
The following is a DFT calculation (wB97M-V/def2-TZVPD) of a molecular structure, C39H31F5N3O2PS4SeV.

- Kohn-Sham gap (alpha / beta) (eV) = 7.14 / 7.13
- charge = +1
- HOMO energy (alpha / beta) (hartree) = -0.38541 / -0.38546
- LUMO (alpha / beta) (eV) = -3.35 / -3.36
- spin multiplicity = 3
- expectation value of S² = 2.037

```
87
C39H31F5N3O2PS4SeV (wB97M-V/def2-TZVPD)
V 0.686 0.388 -0.096
S -3.922 3.829 -4.470
C -3.086 4.998 -5.388
C -1.759 5.024 -5.088
C -1.410 4.076 -4.095
C -2.482 3.343 -3.657
C -2.490 2.280 -2.652
C -1.314 2.008 -1.926
N -1.221 1.051 -1.026
C -2.309 0.299 -0.761
C -3.535 0.503 -1.399
C -4.653 -0.319 -1.026
C -4.535 -1.253 -0.059
C -3.284 -1.468 0.615
C -3.119 -2.378 1.664
C -1.893 -2.512 2.286
C -0.821 -1.760 1.763
N -0.947 -0.897 0.774
C -2.170 -0.717 0.229
C -1.708 -3.385 3.447
C -2.662 -4.116 4.106
C -2.148 -4.830 5.214
C -0.813 -4.629 5.387
S -0.172 -3.585 4.202
C -3.601 1.511 -2.370
H -3.619 5.607 -6.099
H -1.056 5.697 -5.556
H -0.401 3.941 -3.733
H -0.422 2.592 -2.096
H -5.598 -0.164 -1.530
H -5.385 -1.857 0.230
H -3.970 -2.960 1.992
H 0.179 -1.879 2.164
H -3.703 -4.144 3.820
H -2.743 -5.464 5.853
H -0.166 -5.047 6.141
H -4.536 1.675 -2.893
F 3.570 -0.795 6.436
C 3.335 -0.890 5.132
C 3.402 0.237 4.329
F 3.719 1.417 4.866
C 3.140 0.132 2.975
F 3.254 1.240 2.234
C 2.788 -1.074 2.382
Se 2.433 -1.254 0.510
C 2.773 -2.194 3.206
F 2.507 -3.394 2.689
C 3.027 -2.115 4.564
F 2.968 -3.204 5.328
N 0.377 1.532 1.671
C 0.217 2.074 2.669
C 0.031 2.713 3.931
C 0.311 1.987 5.090
C 0.154 2.597 6.320
C -0.280 3.915 6.389
C -0.562 4.630 5.232
C -0.408 4.035 3.994
H 0.647 0.960 5.016
H 0.373 2.047 7.225
H -0.398 4.390 7.353
H -0.898 5.655 5.297
H -0.616 4.582 3.084
C 2.678 2.590 -5.814
C 1.449 1.889 -5.274
C 1.340 0.440 -5.698
O 1.383 2.043 -3.813
P 2.084 1.158 -2.711
S 1.950 2.214 -0.993
S 1.148 -0.590 -2.373
O 3.531 1.002 -3.287
C 4.785 0.420 -2.783
C 4.705 -1.089 -2.834
C 5.152 0.966 -1.421
H 2.572 2.709 -6.893
H 3.581 2.016 -5.617
H 2.782 3.579 -5.370
H 0.555 2.426 -5.594
H 2.210 -0.134 -5.376
H 1.295 0.399 -6.787
H 0.441 -0.025 -5.297
H 5.497 0.782 -3.525
H 3.978 -1.466 -2.117
H 5.681 -1.506 -2.584
H 4.430 -1.431 -3.832
H 4.467 0.608 -0.652
H 5.157 2.056 -1.422
H 6.155 0.619 -1.173
```

---

No. 3
The following is a DFT calculation (wB97M-V/def2-TZVPD) of a molecular structure, C39H31N11Ti in a non-equilibrium geometry.

- Kohn-Sham gap (alpha / beta) (eV) = 5.62 / 5.89
- charge = 0
- HOMO energy (alpha / beta) (hartree) = -0.22944 / -0.23966
- LUMO (alpha / beta) (eV) = -0.62 / -0.63

```
82
C39H31N11Ti (wB97M-V/def2-TZVPD)
Ti 0.225 0.016 0.350
C 1.476 3.820 3.857
C 1.266 2.600 4.491
C 1.388 1.412 3.789
C 1.707 1.423 2.429
C 1.938 2.649 1.806
C 1.818 3.837 2.513
N 1.692 0.240 1.656
C 2.269 -0.952 2.091
C 3.357 -1.080 2.947
C 3.853 -2.344 3.253
C 3.265 -3.485 2.723
C 2.165 -3.375 1.877
C 1.682 -2.120 1.550
N 0.567 -1.838 0.744
N -0.326 -2.849 0.491
C -1.401 -2.354 -0.089
C -2.496 -3.214 -0.419
C -3.610 -2.692 -0.984
C -3.687 -1.294 -1.246
C -2.631 -0.514 -0.899
N -1.492 -0.999 -0.340
H 1.373 4.746 4.407
H 0.989 2.575 5.538
H 1.205 0.464 4.279
H 2.215 2.657 0.758
H 1.992 4.780 2.008
H 3.816 -0.190 3.359
H 4.710 -2.435 3.909
H 3.655 -4.461 2.979
H 1.674 -4.245 1.463
H -2.398 -4.265 -0.189
H -4.450 -3.333 -1.225
H -4.564 -0.853 -1.700
H -2.660 0.557 -1.061
C 3.501 -0.675 -2.375
C 3.271 0.176 -3.454
C 2.305 1.144 -3.333
C 1.563 1.249 -2.149
N 1.716 0.358 -1.158
C 2.699 -0.554 -1.271
N 0.761 2.377 -2.047
C -0.031 2.647 -1.076
N -0.526 1.821 -0.081
C -1.381 2.573 0.727
N -2.081 2.223 1.731
C -2.005 1.017 2.426
C -2.910 0.913 3.485
C -2.850 -0.159 4.345
C -1.868 -1.116 4.129
C -1.034 -0.972 3.043
N -1.100 0.054 2.179
C -1.410 3.964 0.213
C -2.054 5.090 0.684
C -1.844 6.279 -0.005
C -1.007 6.326 -1.121
C -0.362 5.184 -1.581
C -0.587 4.008 -0.893
H 4.271 -1.432 -2.402
H 3.859 0.093 -4.359
H 2.093 1.859 -4.115
H 2.832 -1.218 -0.428
H -3.626 1.714 3.600
H -3.536 -0.241 5.178
H -1.750 -1.968 4.783
H -0.277 -1.715 2.852
H -2.686 5.037 1.560
H -2.331 7.186 0.328
H -0.856 7.270 -1.629
H 0.299 5.205 -2.438
C -0.956 -0.322 -4.159
C -0.326 -1.599 -3.717
N 0.265 -1.819 -2.570
C 0.706 -3.126 -2.616
C 0.372 -3.695 -3.803
N -0.290 -2.709 -4.504
H -0.884 0.414 -3.361
H -2.010 -0.468 -4.402
H -0.451 0.080 -5.040
H 1.227 -3.569 -1.784
H 0.531 -4.681 -4.202
H -0.679 -2.793 -5.425
```

---

No. 4
The following is a DFT calculation (wB97M-V/def2-TZVPD) of a molecular structure, C39H32IN4O5SW in a non-equilibrium geometry.

- Kohn-Sham gap (alpha / beta) (eV) = 5.08 / 6.47
- charge = -1
- HOMO energy (alpha / beta) (hartree) = -0.12897 / -0.19603
- LUMO (alpha / beta) (eV) = 1.57 / 1.13
- spin multiplicity = 3
- expectation value of S² = 2.152

```
83
C39H32IN4O5SW (wB97M-V/def2-TZVPD)
W -0.428 -0.119 0.301
C 0.627 -2.082 -2.651
C 1.650 -1.920 -1.644
C 2.726 -2.858 -1.682
C 3.675 -2.810 -0.745
C 3.712 -1.789 0.241
C 4.870 -1.493 0.995
C 4.806 -0.360 1.689
C 3.817 0.573 1.688
C 2.674 0.306 1.035
S 1.370 1.400 1.016
C 2.600 -0.883 0.187
N 1.544 -1.072 -0.651
H -0.166 -1.361 -2.444
H 0.236 -3.119 -2.640
H 1.054 -1.903 -3.585
H 2.672 -3.522 -2.611
H 4.488 -3.572 -0.595
H 5.792 -2.112 1.129
H 5.736 -0.127 2.271
H 3.858 1.484 2.050
O -1.074 1.311 7.896
N -0.286 0.700 7.023
O 0.544 -0.110 7.536
C -0.494 0.862 5.671
C -1.300 1.933 5.238
C -1.766 2.121 3.955
C -2.416 3.210 3.453
C -2.510 3.329 2.081
C -2.084 2.384 1.141
N -1.521 1.198 1.558
C -1.276 1.174 2.905
C -0.547 0.094 3.386
N -0.031 -0.661 2.389
C 0.919 -1.580 2.621
C 1.296 -1.925 3.948
C 0.800 -1.180 5.021
C -0.044 -0.086 4.698
H -1.862 2.632 5.845
H -2.696 4.000 4.095
H -2.961 4.247 1.611
H -1.953 2.695 0.102
H 1.331 -1.908 1.733
H 1.959 -2.694 4.393
H 1.292 -1.340 5.943
O 1.898 0.466 -3.242
C 2.410 1.732 -3.095
C 3.588 2.052 -3.713
C 4.065 3.346 -3.664
C 3.546 4.330 -2.811
C 2.340 3.992 -2.181
C 1.788 2.700 -2.306
C 0.463 2.402 -1.630
O -0.159 3.433 -1.185
O 0.223 1.154 -1.439
H 1.124 0.475 -2.675
H 4.003 1.254 -4.339
H 4.925 3.666 -4.235
H 3.773 5.433 -2.880
H 1.674 4.632 -1.668
C -4.174 0.788 -1.712
C -3.337 -0.460 -1.229
C -4.043 -0.929 -0.012
C -1.924 -0.022 -0.995
C -3.334 -1.614 -2.287
C -2.894 -1.285 -3.541
C -2.740 -2.319 -4.551
C -2.955 -3.632 -4.211
C -3.431 -3.986 -2.939
C -3.615 -2.924 -1.949
H -4.302 1.459 -0.846
H -5.148 0.312 -1.766
H -3.917 1.316 -2.613
H -3.683 -0.206 0.775
H -3.660 -1.892 0.341
H -5.117 -0.965 -0.092
H -1.576 0.499 -1.901
H -2.646 -0.278 -3.802
H -2.213 -2.185 -5.530
H -2.754 -4.523 -4.846
H -3.734 -4.992 -2.609
H -3.838 -3.249 -0.953
I -1.256 -3.049 0.733
```

---

No. 5
The following is a DFT calculation (wB97M-V/def2-TZVPD) of a molecular structure, C39H33BCsN12O4 in a non-equilibrium geometry.

- Kohn-Sham gap (alpha / beta) (eV) = 5.88 / 4.22
- charge = -2
- HOMO energy (alpha / beta) (hartree) = -0.11356 / -0.11355
- LUMO (alpha / beta) (eV) = 2.79 / 1.13
- spin multiplicity = 2
- expectation value of S² = 0.839

```
90
C39H33BCsN12O4 (wB97M-V/def2-TZVPD)
Cs -0.735 -1.544 -0.972
O 0.858 -2.778 -5.488
C 0.142 -2.479 -4.533
O -0.095 -1.399 -3.999
C -0.627 -3.707 -3.905
C -0.743 -4.884 -4.636
C -1.392 -5.953 -4.043
C -1.889 -5.826 -2.758
C -1.733 -4.604 -2.111
N -1.129 -3.600 -2.700
C -2.281 -4.427 -0.652
O -2.428 -5.484 -0.039
O -2.510 -3.262 -0.322
H -0.314 -4.933 -5.625
H -1.499 -6.888 -4.579
H -2.377 -6.636 -2.239
C -1.507 -1.803 3.559
C -0.214 -1.082 3.398
C 0.280 0.023 4.114
C 1.514 0.266 3.554
N 1.725 -0.652 2.592
N 0.672 -1.465 2.497
B 2.914 -0.809 1.642
N 3.008 -2.266 1.198
C 3.846 -3.212 1.658
C 3.495 -4.409 1.075
C 2.404 -4.090 0.249
C 1.607 -5.004 -0.618
N 2.138 -2.801 0.349
N 2.741 0.093 0.412
C 2.535 1.424 0.436
C 2.442 1.861 -0.864
C 2.614 0.702 -1.639
C 2.596 0.592 -3.122
N 2.806 -0.339 -0.847
N 4.222 -0.362 2.330
C 5.324 0.021 1.659
C 6.246 0.471 2.576
C 5.608 0.315 3.816
C 6.147 0.676 5.161
N 4.396 -0.192 3.643
H -2.301 -1.110 3.832
H -1.418 -2.562 4.338
H -1.760 -2.305 2.629
H -0.191 0.553 4.921
H 2.242 1.018 3.781
H 4.623 -2.981 2.361
H 3.951 -5.369 1.222
H 2.041 -6.003 -0.606
H 1.583 -4.631 -1.641
H 0.581 -5.066 -0.256
H 2.487 1.973 1.358
H 2.271 2.863 -1.208
H 2.554 1.585 -3.565
H 1.724 0.025 -3.446
H 3.484 0.076 -3.483
H 5.371 -0.054 0.591
H 7.227 0.864 2.393
H 7.237 0.677 5.132
H 5.803 -0.035 5.910
H 5.808 1.673 5.455
N -6.547 8.823 0.620
C -6.077 7.832 0.276
C -5.465 6.626 -0.112
C -4.364 6.644 -0.974
C -3.704 5.467 -1.257
C -4.113 4.264 -0.679
C -5.260 4.243 0.113
C -5.935 5.411 0.397
C -3.269 3.064 -0.841
C -2.358 2.811 0.186
C -2.237 3.533 1.420
C -1.176 2.977 2.082
C -0.689 1.940 1.235
N -1.387 1.846 0.133
C -3.366 2.316 -2.010
C -4.217 2.561 -3.137
C -3.927 1.579 -4.047
C -2.923 0.767 -3.443
N -2.609 1.204 -2.253
H -4.020 7.585 -1.384
H -2.845 5.462 -1.912
H -5.603 3.300 0.516
H -6.807 5.409 1.037
H -2.876 4.338 1.741
H -0.774 3.252 3.042
H 0.151 1.300 1.421
H -4.923 3.371 -3.226
H -4.370 1.420 -5.015
H -2.426 -0.086 -3.870
```

---

Relative energy (zero: lowest compared OMol25 entry of this formula, charge and spin) values (in kcal/mol) by entry order: 44.3, 0.0, 12.3, 48.7, 33.7.